Entry 1:
{
  "formula": "C4H9N2",
  "method": "ωB97M-V/def2-TZVPD",
  "lumo_ha": -0.16077,
  "total_charge": 1,
  "de_lowest_kcal_mol": 91.3,
  "elements": ["N", "N", "C", "C", "C", "C", "H", "H", "H", "H", "H", "H", "H", "H", "H"],
  "coordinates": [[-0.031676, 1.024515, -0.176024], [-0.164406, -0.977826, -0.190559], [2.203018, 0.010378, 0.300717], [0.917516, -0.029370, -0.413756], [-1.009539, 0.074915, -0.038129], [-2.438594, -0.030197, 0.180945], [-0.179912, 1.944771, -0.610014], [3.080795, -0.654287, -0.000806], [-2.751432, -0.974792, 0.612601], [1.227938, -0.180249, -1.994854], [1.931316, -0.112113, 1.419746], [-3.093206, -0.271260, -0.656114], [-2.790927, 0.956175, 0.553366], [2.443552, 0.987601, 0.295170], [-0.265814, -1.862830, 0.211426]],
  "forces_ev_per_a": [[-2.5, 0.0, -0.2], [-0.8, 3.1, 0.0], [-0.4, -3.5, 2.6], [2.0, -1.5, -5.7], [1.5, -1.9, -0.6], [-1.1, 1.4, -0.3], [0.5, -0.6, 0.3], [-1.7, 0.8, 0.2], [0.5, 0.2, 1.7], [-0.9, 0.6, 4.3], [0.7, -0.3, -1.5], [0.7, 0.8, -1.3], [-0.2, -1.1, 0.4], [1.5, 3.4, -0.4], [0.3, -1.6, 0.5]]
}



Entry 2:
{
  "formula": "C2H7N2S2",
  "method": "ωB97M-V/def2-TZVPD",
  "lumo_ha": -0.16045,
  "total_charge": 1,
  "de_lowest_kcal_mol": 63.4,
  "elements": ["S", "S", "N", "N", "C", "C", "H", "H", "H", "H", "H", "H", "H"],
  "coordinates": [[-1.500593, -0.370765, -1.833326], [2.319851, 0.484523, 0.749292], [0.126007, 1.966871, 1.141816], [-0.625270, -2.005626, 0.128171], [0.807551, 1.293876, 0.212558], [-0.551850, -0.852246, -0.492273], [0.130063, 1.811827, 2.132342], [-2.286584, -1.412886, -2.258066], [0.862017, 1.393063, -0.881975], [-1.318329, -2.660637, -0.094465], [-0.353286, 2.729117, 0.713151], [2.458014, -0.263623, -0.479095], [-0.067593, -2.113494, 0.961869]],
  "forces_ev_per_a": [[0.3, -0.4, 0.3], [-1.1, -0.7, -2.0], [0.8, -0.5, -3.3], [0.8, 2.0, -0.2], [2.2, -1.7, 1.9], [-0.1, 0.6, -0.2], [0.3, -0.1, 0.2], [0.3, 0.1, 0.4], [-1.1, 0.8, 0.8], [-1.0, -1.4, -0.2], [-1.0, 0.6, 0.6], [-0.1, 1.1, 1.8], [0.0, -0.3, 0.0]]
}